ORCA calculation (ωB97M-V/def2-TZVPD) on the molecule C2H8OP2S in a non-equilibrium geometry.

```
14
Properties=species:S:1:pos:R:3:forces:R:3:lowdin_charge:R:1
H 0.1134 0.2621 -1.5439 -0.6 -0.5 -0.3 0.0674
H 1.5810 -0.5541 -0.9109 0.7 -1.0 -1.0 0.0606
H 0.7989 2.0161 0.2120 -0.6 1.5 0.1 0.0118
H 0.7606 -0.4939 1.7919 1.6 0.3 1.5 -0.0883
H -1.3790 -1.4861 -1.1029 -0.3 0.8 -0.5 -0.1514
P -1.4366 -2.5013 -0.1246 -1.5 -1.5 1.5 0.5182
H 2.3148 1.2260 0.1978 1.1 -0.1 0.9 0.0600
P -0.0428 -0.6476 0.7479 -3.6 1.5 -2.4 0.5886
S -1.4738 1.0349 1.0938 2.3 -0.1 -0.6 0.4271
H 1.8095 1.7395 -1.3378 -0.1 1.3 0.0 0.0835
O -2.8151 -2.4928 0.5452 1.9 0.5 -0.9 -0.6495
H -2.4694 0.3480 1.5304 -1.2 -1.2 0.5 -0.2510
C 0.7906 0.1232 -0.7298 0.0 -0.3 2.4 -0.4991
C 1.4478 1.4259 -0.3690 0.4 -1.1 -1.1 -0.1780
```
Forces are in eV/Å.

Summary:
gap between HOMO and LUMO	8.3	eV
energy	-33662.6491	eV
SMILES string	CC[P@@H](S)=[PH]=O
energy relative to the best compared isomer or geometry (same formula, charge and spin)	1.1097	eV